Entry 1:
Density functional theory data (ωB97M-V with the def2-TZVPD basis set) for C55H57KN4O3P2 as an isolated structure in a non-equilibrium geometry.

Its electronic energy is -3857.58693 Eh. The HOMO energy is -1.284 eV. The calculation puts the relative energy (zero: lowest compared OMol25 entry of this formula, charge and spin) at 6.6 kJ/mol. The value obtained for the maximum force is 0.0343 hartree/bohr. The charge is -2. The value obtained for the HOMO-LUMO gap is 0.19016 Eh.

Geometry as XYZ:
```
122
Properties=species:S:1:pos:R:3:forces:R:3
K -0.40989 -0.46339 0.10015 1.566 0.500 -0.141
C -3.73805 3.15802 0.36802 -0.025 0.179 -0.050
C -2.48315 2.34239 0.42512 0.286 0.026 0.010
N -2.45883 1.06068 0.38779 -0.368 0.115 0.053
N -3.65049 0.41214 0.26007 -0.073 -0.228 -0.077
C -3.48821 -0.90596 0.07897 0.123 0.033 -0.102
O -2.42982 -1.58372 0.07310 -1.743 -0.252 0.011
C -4.79348 -1.62666 -0.22135 0.087 0.021 0.056
C -6.02005 -0.96780 -0.32416 0.027 -0.064 0.020
C -7.17330 -1.67407 -0.64635 0.129 -0.042 0.022
C -7.11589 -3.04723 -0.87202 0.145 0.058 0.029
C -5.89657 -3.70873 -0.76826 -0.008 0.130 0.027
C -4.74398 -2.99905 -0.44467 -0.073 -0.091 -0.007
C -1.16234 3.03755 0.49865 -0.164 -0.340 -0.003
C -1.07567 4.42694 0.42564 0.105 0.290 -0.008
C 0.16810 5.03826 0.50775 -0.149 -0.044 -0.012
C 1.30370 4.25992 0.65909 -0.032 0.016 0.010
C 1.12892 2.88585 0.71525 -0.275 -0.213 -0.043
N -0.05964 2.28784 0.63866 0.283 0.256 -0.082
H -4.59004 2.48518 0.39381 -0.006 0.006 0.000
H -3.77626 3.74199 -0.55867 -0.007 -0.016 0.050
H -3.79349 3.85300 1.21337 -0.009 -0.008 -0.051
H -6.03991 0.10180 -0.15395 -0.007 -0.067 -0.027
H -8.12053 -1.15261 -0.72846 0.012 0.002 -0.002
H -8.01323 -3.59490 -1.13599 -0.008 -0.003 0.014
H -5.84229 -4.77734 -0.94564 0.005 0.030 -0.001
H -3.77818 -3.48807 -0.36888 -0.077 0.045 -0.015
H -1.97178 5.02042 0.29038 0.073 -0.027 0.026
H 0.24630 6.11786 0.45707 -0.014 0.022 -0.008
H 2.29199 4.69689 0.74345 -0.072 -0.039 -0.017
H 1.98563 2.22306 0.84036 -0.130 0.048 0.003
O 2.52357 -3.51408 2.24238 -0.236 0.264 0.134
C 1.89616 -2.51353 2.62087 0.010 0.365 -0.353
O 1.09615 -1.77841 1.95213 0.291 -0.793 0.098
C 2.09281 -2.01125 4.04617 -0.041 0.116 0.029
C 2.70672 -2.83814 4.97956 0.005 0.044 0.135
C 2.83696 -2.43545 6.29978 -0.062 0.148 -0.048
C 2.35052 -1.18870 6.68631 0.017 -0.077 -0.056
C 1.75750 -0.35050 5.75201 0.056 -0.028 -0.131
C 1.63038 -0.73748 4.41360 0.076 -0.175 -0.096
P 0.77982 0.28592 3.10115 -0.286 0.208 0.767
C 0.92321 2.00839 3.88098 0.046 -0.052 -0.077
C 2.20987 2.42573 4.25266 -0.037 0.050 0.072
C 2.49640 3.75170 4.55975 -0.168 -0.048 -0.050
C 1.50191 4.72276 4.47332 0.070 -0.120 -0.014
C 0.23142 4.34530 4.06152 0.005 -0.171 -0.009
C -0.04866 3.01333 3.76664 -0.010 -0.122 0.021
C -0.94730 -0.24916 3.63958 -0.212 -0.158 0.136
C -1.59490 -1.34180 3.03356 -0.006 0.433 0.141
C -2.87378 -1.72353 3.43645 0.148 -0.098 -0.133
C -3.53078 -1.06681 4.46271 0.072 0.019 0.027
C -2.88226 -0.02896 5.11764 0.068 0.018 -0.044
C -1.61138 0.36258 4.71591 0.059 -0.109 -0.246
H 3.06402 -3.80295 4.63880 -0.021 0.046 -0.019
H 3.30529 -3.08457 7.02909 0.012 -0.040 0.025
H 2.42750 -0.87152 7.72196 0.000 0.002 -0.055
H 1.38895 0.61624 6.07166 -0.017 0.013 -0.015
H 3.00840 1.68982 4.29628 -0.025 0.050 0.022
H 3.50068 4.02976 4.85846 0.013 -0.014 -0.008
H 1.72104 5.76026 4.70323 0.001 -0.051 -0.011
H -0.54665 5.09329 3.94825 0.012 -0.057 0.001
H -1.04133 2.75665 3.41189 0.006 -0.027 0.046
H -1.12088 -1.90238 2.24160 0.033 0.074 0.061
H -3.35636 -2.54896 2.92134 0.049 0.088 0.000
H -4.53080 -1.36524 4.75589 0.015 0.002 -0.012
H -3.36395 0.48253 5.94652 0.053 -0.027 -0.060
H -1.13085 1.15530 5.26533 0.121 0.179 0.022
C 0.76309 -4.61683 -0.60004 0.007 0.018 -0.056
C 0.83441 -3.99693 -2.00254 -0.102 0.013 0.050
C -0.49315 -4.20597 -2.74385 -0.029 0.016 0.044
P 1.12177 -2.16012 -1.85526 0.383 -0.755 -0.284
C 2.85314 -2.07361 -1.16650 0.046 0.242 -0.077
C 3.16132 -0.58183 -0.94719 -0.065 -0.090 -0.015
C 3.97466 -2.74497 -1.95068 0.065 -0.070 -0.003
C 1.27162 -1.65351 -3.60475 -0.170 0.305 -0.028
C 1.99076 -2.30423 -4.59955 -0.062 -0.027 0.025
C 1.97493 -1.91280 -5.94040 -0.006 -0.012 0.049
C 2.75711 -2.65730 -6.99731 -0.035 0.019 0.065
C 1.16830 -0.81691 -6.26544 -0.118 0.089 0.124
C 0.41549 -0.13803 -5.32276 0.136 -0.176 -0.018
C 0.44030 -0.51747 -3.93856 -0.105 0.028 0.089
N -0.24593 0.08001 -2.96830 -0.135 0.200 0.118
C -1.19735 1.06417 -3.19668 0.177 -0.034 -0.216
C -2.54918 0.71250 -3.41589 -0.069 -0.031 0.027
C -2.90880 -0.75136 -3.46901 0.029 0.047 0.040
C -3.51236 1.70718 -3.54451 0.052 -0.104 -0.009
C -3.19544 3.06329 -3.46194 0.036 -0.055 0.018
C -4.26665 4.11909 -3.60181 0.016 -0.025 0.044
C -1.86683 3.40002 -3.23559 0.152 -0.072 0.057
C -0.86910 2.42964 -3.10740 -0.027 0.055 -0.031
C 0.57097 2.80930 -2.88342 -0.015 0.057 0.012
H 0.55332 -5.69351 -0.66567 0.008 0.095 -0.017
H -0.04715 -4.15037 -0.02596 0.092 -0.040 -0.057
H 1.67744 -4.48114 -0.01528 -0.098 0.004 -0.073
H 1.63844 -4.47092 -2.57533 0.025 -0.040 -0.025
H -1.31612 -3.74561 -2.17851 0.133 -0.068 -0.078
H -0.71188 -5.27675 -2.85405 0.017 0.094 0.031
H -0.47910 -3.75117 -3.73948 0.022 -0.046 0.100
H 2.76881 -2.54771 -0.18445 -0.015 0.001 0.044
H 3.02903 -0.01566 -1.87863 0.030 -0.052 0.086
H 4.19186 -0.43608 -0.60000 -0.071 -0.036 -0.012
H 2.49089 -0.16041 -0.19035 0.083 -0.013 -0.056
H 4.15776 -2.22468 -2.89637 -0.021 -0.046 0.062
H 3.75156 -3.79557 -2.17438 0.030 0.140 0.031
H 4.90437 -2.72241 -1.36520 -0.078 -0.005 -0.072
H 2.57592 -3.18390 -4.33450 -0.023 0.063 0.010
H 3.47821 -3.33818 -6.53645 -0.029 0.025 -0.012
H 3.31971 -1.97501 -7.64376 -0.006 -0.012 0.017
H 2.11599 -3.26064 -7.65250 0.007 0.022 0.030
H 1.12518 -0.49119 -7.30452 -0.014 0.012 0.033
H -0.21217 0.69911 -5.61746 0.057 -0.052 0.003
H -2.62219 -1.24844 -2.53367 -0.023 0.087 -0.116
H -2.36455 -1.26662 -4.26930 -0.052 0.079 0.062
H -3.98321 -0.88528 -3.62414 0.052 0.007 0.009
H -4.54939 1.41306 -3.70389 0.064 0.002 0.019
H -4.84694 3.97978 -4.51932 0.021 0.009 0.028
H -3.82765 5.12049 -3.63322 -0.017 -0.060 0.008
H -4.97628 4.09289 -2.76622 0.053 -0.006 -0.042
H -1.58970 4.45133 -3.15256 -0.002 -0.066 -0.012
H 0.66127 3.85736 -2.57688 -0.007 -0.086 -0.040
H 1.16665 2.65555 -3.79236 -0.061 0.007 0.081
H 1.01568 2.17037 -2.11501 -0.056 0.045 -0.054
```
Forces are in eV/Å.

Entry 2:
Density functional theory data (ωB97M-V with the def2-TZVPD basis set) for C4H4CeLiO5 as an isolated structure in a non-equilibrium geometry.

Its electronic energy is -1012.50495 Eh. The HOMO energy (alpha / beta) is -20.323 / -20.416 eV. Its expectation value of S² is 2.01. Its spin multiplicity is 3. The value obtained for the maximum force is 0.0354 hartree/bohr. The charge is +3. The value obtained for the HOMO-LUMO gap (alpha / beta) is 0.27265 / 0.28552 Eh.

Geometry as XYZ:
```
15
Properties=species:S:1:pos:R:3:forces:R:3
O -4.66658 -1.01653 1.29655 0.132 -0.125 0.233
C -5.13228 -1.08451 0.16261 -0.954 -0.414 0.729
O -4.52804 -0.74155 -0.88573 1.263 0.561 -0.728
Li -4.92832 -0.55272 -2.69731 -0.581 -0.138 -0.625
Ce -2.60402 -0.15374 0.62748 1.601 0.493 0.116
C 0.01974 0.31912 0.13141 -1.339 -0.925 0.291
C 0.93438 0.51295 1.06739 0.104 0.098 0.084
H 0.33465 0.40794 -0.91694 -0.174 0.581 0.184
H 0.91043 0.28205 2.13239 -0.116 0.367 -0.206
O 4.19675 1.16479 -0.07541 -0.397 0.065 0.824
C 3.10962 0.52565 0.13378 1.096 1.255 -0.327
O 2.98706 -0.66430 -0.31773 -0.628 -1.240 -1.177
O 2.21867 1.14575 0.79297 -0.685 -0.233 0.088
H 4.89127 0.61509 -0.47449 0.185 -0.094 -0.265
H 2.25667 -0.76000 -0.97695 0.496 -0.254 0.781
```
Forces are in eV/Å.